1.
The following is a DFT calculation (ωB97M-V/def2-TZVPD) of C22H47AlN2O7P as an isolated structure.

Last column: Mulliken charge in e.
Atoms and positions in Å:
1 O 1.77 -0.07 -8.80  -0.48
2 C 0.86 -1.02 -9.02  0.54
3 O -0.25 -0.70 -9.98  -0.53
4 C 0.85 -2.54 -8.38  -0.56
5 C 1.24 -2.62 -6.79  -0.44
6 Al 3.27 -2.51 -6.40  0.30
7 C 3.71 -1.13 -4.90  -0.55
8 P 3.28 0.59 -5.62  0.75
9 O 4.08 0.73 -6.99  -0.61
10 O 1.52 0.62 -5.83  -0.50
11 O 3.70 1.93 -4.58  -0.49
12 H -0.01 0.13 -10.50  0.34
13 H -0.26 -2.95 -8.51  0.24
14 H 1.56 -3.27 -8.97  0.25
15 H 0.91 -3.71 -6.43  0.30
16 H 0.61 -1.87 -6.11  0.12
17 H 4.12 -2.01 -7.68  -0.27
18 H 3.82 -3.91 -5.84  -0.33
19 H 3.10 -1.37 -3.90  0.07
20 H 4.85 -1.14 -4.61  0.28
21 H 1.14 0.10 -5.04  0.26
22 H 3.30 2.74 -5.05  0.31
23 C 0.56 2.31 -1.88  -1.78
24 C 0.58 1.04 -0.99  2.38
25 C -0.31 1.25 0.27  -1.29
26 C 0.33 2.11 1.36  -0.39
27 C 1.73 1.62 1.69  -1.28
28 C 2.64 1.51 0.44  1.59
29 N 2.00 0.70 -0.66  0.45
30 O 2.05 -0.65 -0.28  -0.53
31 C 2.98 2.93 -0.06  -1.72
32 C 4.02 0.93 0.87  -1.78
33 C -0.13 -0.05 -1.87  -1.84
34 H 1.52 2.47 -2.38  0.23
35 H -0.18 2.25 -2.69  0.54
36 H 0.31 3.22 -1.32  0.31
37 H -0.55 0.27 0.72  0.02
38 H -1.27 1.69 -0.01  0.33
39 H 0.34 3.16 1.04  0.30
40 H -0.30 2.07 2.26  0.36
41 H 2.18 2.30 2.42  0.38
42 H 1.65 0.64 2.19  0.29
43 H 3.58 2.90 -0.98  0.34
44 H 3.57 3.48 0.69  0.43
45 H 2.11 3.56 -0.26  0.33
46 H 3.95 -0.05 1.35  0.36
47 H 4.52 1.59 1.59  0.40
48 H 4.70 0.84 0.00  0.44
49 H 0.44 -0.26 -2.78  0.30
50 H -1.13 0.29 -2.18  0.49
51 H -0.29 -0.99 -1.33  0.34
52 C -2.75 -0.04 7.31  -1.76
53 C -3.12 0.50 5.89  1.94
54 C -4.61 0.20 5.57  -1.28
55 C -4.90 -1.24 5.18  -0.48
56 C -3.95 -1.71 4.08  -1.22
57 C -2.46 -1.50 4.46  1.71
58 N -2.17 -0.09 4.89  0.25
59 O -2.19 0.72 3.74  -0.45
60 C -2.07 -2.51 5.58  -1.79
61 C -1.57 -1.95 3.25  -1.84
62 C -2.98 2.05 6.03  -1.95
63 H -1.72 -0.40 7.35  0.34
64 H -2.82 0.74 8.08  0.48
65 H -3.41 -0.85 7.63  0.33
66 H -4.94 0.85 4.74  0.41
67 H -5.25 0.47 6.42  0.33
68 H -4.83 -1.89 6.06  0.30
69 H -5.93 -1.32 4.81  0.38
70 H -4.14 -2.77 3.87  0.38
71 H -4.18 -1.17 3.15  0.34
72 H -1.04 -2.36 5.91  0.38
73 H -2.15 -3.54 5.22  0.43
74 H -2.72 -2.46 6.45  0.35
75 H -1.79 -1.40 2.33  0.29
76 H -1.72 -3.01 3.02  0.42
77 H -0.50 -1.81 3.48  0.47
78 H -1.95 2.35 6.25  0.45
79 H -3.62 2.43 6.85  0.48
80 H -3.31 2.59 5.13  0.34

Summary:
**Gap between HOMO and LUMO (alpha / beta)**: 6.67 / 5.62 eV
**Charge**: -1
**Highest occupied orbital energy (alpha / beta)**: -4.91 / -4.91 eV
**Spin multiplicity**: 3



2.
The following is a DFT calculation (ωB97M-V/def2-TZVPD) of C30H46MnO2SeTe as an isolated structure.

Last column: Mulliken charge in e.
Atoms and positions in Å:
1 Mn 0.08 -1.48 2.79  0.43
2 C -3.87 4.34 -0.03  -1.74
3 C -3.45 3.26 -1.04  2.03
4 C -2.31 3.81 -1.91  -1.70
5 C -4.64 2.96 -1.94  -2.18
6 C -2.97 2.02 -0.29  -0.87
7 C -1.88 2.11 0.57  -0.19
8 C -1.42 1.00 1.25  -0.50
9 Se 0.11 1.23 2.37  0.11
10 C 1.54 0.88 1.15  -0.30
11 C 1.90 1.90 0.29  -0.55
12 C 2.93 1.74 -0.63  -1.13
13 C 3.57 0.50 -0.64  0.47
14 C 3.24 -0.55 0.21  -0.61
15 C 2.19 -0.37 1.13  2.01
16 O 1.83 -1.35 1.96  -1.27
17 C 4.00 -1.88 0.13  2.31
18 C 4.66 -2.23 1.47  -1.62
19 C 3.03 -3.00 -0.28  -1.41
20 C 5.11 -1.84 -0.92  -2.38
21 C 3.29 2.88 -1.58  2.25
22 C 4.46 2.52 -2.49  -2.26
23 C 2.07 3.22 -2.45  -1.48
24 C 3.68 4.12 -0.76  -1.72
25 C -2.03 -0.26 1.13  1.18
26 O -1.56 -1.30 1.80  -0.98
27 C -3.13 -0.38 0.26  -0.36
28 C -3.55 0.77 -0.41  0.35
29 C -3.92 -1.67 -0.04  2.30
30 C -5.41 -1.43 0.23  -1.69
31 C -3.52 -2.91 0.76  -2.03
32 C -3.73 -2.01 -1.52  -1.68
33 H -4.21 5.24 -0.56  0.44
34 H -3.04 4.63 0.62  0.31
35 H -4.68 3.99 0.60  0.39
36 H -2.64 4.70 -2.46  0.47
37 H -1.98 3.06 -2.63  0.36
38 H -1.45 4.10 -1.31  0.36
39 H -4.95 3.87 -2.46  0.43
40 H -5.50 2.59 -1.37  0.41
41 H -4.40 2.21 -2.70  0.38
42 H -1.38 3.06 0.72  0.32
43 H 1.37 2.84 0.34  0.26
44 H 4.38 0.35 -1.34  0.49
45 H 3.93 -2.30 2.27  0.19
46 H 5.39 -1.47 1.74  0.36
47 H 5.19 -3.18 1.38  0.46
48 H 2.22 -3.10 0.44  -0.04
49 H 3.57 -3.95 -0.35  0.46
50 H 2.59 -2.79 -1.26  0.32
51 H 5.86 -1.08 -0.70  0.43
52 H 4.73 -1.65 -1.93  0.40
53 H 5.61 -2.81 -0.94  0.47
54 H 4.23 1.66 -3.13  0.39
55 H 5.36 2.28 -1.92  0.44
56 H 4.69 3.36 -3.14  0.44
57 H 1.77 2.36 -3.06  0.35
58 H 2.31 4.05 -3.13  0.46
59 H 1.22 3.52 -1.85  0.20
60 H 4.54 3.91 -0.13  0.40
61 H 2.86 4.46 -0.13  0.29
62 H 3.94 4.95 -1.43  0.46
63 H -4.40 0.67 -1.08  0.31
64 H -5.58 -1.17 1.28  0.38
65 H -5.98 -2.33 0.00  0.46
66 H -5.82 -0.62 -0.38  0.31
67 H -3.61 -2.76 1.84  0.42
68 H -2.50 -3.23 0.55  0.17
69 H -4.19 -3.72 0.47  0.47
70 H -4.07 -1.21 -2.18  0.34
71 H -4.29 -2.92 -1.77  0.45
72 H -2.67 -2.19 -1.75  0.35
73 C -1.41 -5.14 3.73  -1.05
74 Te 0.03 -4.20 2.50  0.53
75 C 1.69 -5.08 3.45  -0.91
76 H -1.48 -6.18 3.43  0.36
77 H -2.36 -4.64 3.57  0.28
78 H -1.11 -5.05 4.77  0.36
79 H 1.55 -5.05 4.53  0.35
80 H 2.57 -4.51 3.18  0.18
81 H 1.78 -6.10 3.10  0.35

Summary:
**Gap between HOMO and LUMO (alpha / beta)**: 7.18 / 7.12 eV
**Charge**: 0
**Highest occupied orbital energy (alpha / beta)**: -7.34 / -7.52 eV
**Spin multiplicity**: 6



3.
The following is a DFT calculation (ωB97M-V/def2-TZVPD) of an isolated molecule of C20H23NO4.

Last column: Mulliken charge in e.
Atoms and positions in Å:
1 C -2.25 -1.19 3.53  -1.22
2 C -0.87 -0.65 3.16  -0.57
3 O -0.35 -1.24 1.99  -0.23
4 C 0.09 -2.54 2.03  0.91
5 C 0.30 -3.28 3.18  -0.58
6 C 0.77 -4.59 3.09  -0.85
7 C 1.04 -5.15 1.86  -0.70
8 C 0.83 -4.42 0.70  -0.49
9 C 0.37 -3.12 0.77  0.11
10 N 0.14 -2.32 -0.35  0.05
11 C 0.27 -2.61 -1.66  0.67
12 O 0.61 -3.68 -2.12  -0.68
13 C -0.08 -1.43 -2.57  -0.66
14 H 0.75 -1.28 -3.28  0.37
15 H -0.98 -1.68 -3.13  0.33
16 O -0.32 -0.23 -1.85  -0.37
17 C 0.58 0.76 -1.95  0.16
18 O 1.53 0.73 -2.69  -0.60
19 C 0.21 1.89 -1.02  1.04
20 C -0.31 3.06 -1.83  -0.03
21 C 0.45 3.60 -2.86  -0.21
22 C -0.03 4.67 -3.59  -0.80
23 C -1.26 5.23 -3.28  -0.42
24 C -2.02 4.70 -2.25  -0.64
25 C -1.54 3.61 -1.53  -0.34
26 H -2.14 3.20 -0.73  0.36
27 H -2.98 5.12 -2.01  0.39
28 H -1.63 6.07 -3.84  0.39
29 H 0.56 5.08 -4.39  0.38
30 H 1.40 3.16 -3.11  0.39
31 C 1.44 2.29 -0.19  -0.85
32 C 1.94 1.14 0.68  -0.91
33 H 2.76 1.47 1.31  0.48
34 H 2.31 0.32 0.05  0.30
35 H 1.15 0.75 1.31  -0.01
36 H 2.24 2.61 -0.86  0.28
37 H 1.17 3.14 0.44  0.47
38 H -0.58 1.53 -0.35  0.37
39 H -0.19 -1.39 -0.12  0.13
40 H 1.03 -4.85 -0.27  0.54
41 H 1.40 -6.17 1.79  0.39
42 H 0.93 -5.15 4.00  0.38
43 H 0.11 -2.86 4.15  0.36
44 H -0.95 0.42 2.91  0.36
45 H -0.17 -0.75 3.99  0.47
46 H -2.19 -2.25 3.76  0.37
47 H -2.94 -1.05 2.71  0.30
48 H -2.62 -0.67 4.41  0.42

Summary:
**SMILES**: CCOc1ccccc1NC(=O)COC(=O)[C@@H](CC)c1ccccc1
**Gap between HOMO and LUMO**: 8.87 eV
**Charge**: 0
**Highest occupied orbital energy**: -8.31 eV
**Spin multiplicity**: 1



4.
The following is a DFT calculation (ωB97M-V/def2-TZVPD) of a 14-piece molecular cluster, C60H83N16O overall.

Last column: Mulliken charge in e.
Atoms and positions in Å:
1 C 7.06 -3.81 1.03  -0.91
2 C 6.85 -2.59 -0.09  -0.14
3 C 6.74 -1.10 0.59  -0.85
4 C 5.39 -0.88 1.53  0.16
5 O 4.34 -0.34 0.66  -0.25
6 N 3.14 -0.89 0.90  0.51
7 C 2.83 -2.22 0.56  -0.66
8 N 3.13 -2.62 -0.86  0.08
9 C 3.35 -4.12 -0.89  -0.34
10 C 1.93 -4.79 -0.34  -0.21
11 C 1.83 -4.44 1.25  -0.67
12 N 2.30 -3.08 1.68  0.12
13 H 7.56 -3.41 2.01  0.29
14 H 6.06 -4.41 1.21  0.19
15 H 7.83 -4.57 0.53  0.32
16 H 7.84 -2.61 -0.75  0.39
17 H 5.95 -2.84 -0.83  -0.04
18 H 6.63 -0.33 -0.30  0.26
19 H 7.72 -0.91 1.21  0.37
20 H 5.10 -1.83 2.14  0.11
21 H 5.69 -0.05 2.33  0.24
22 H 2.35 -0.32 1.31  0.03
23 H 2.38 -2.33 -1.53  0.39
24 H 3.66 -4.54 -1.95  0.35
25 H 4.18 -4.36 -0.07  -0.19
26 H 1.96 -5.97 -0.43  0.37
27 H 0.97 -4.31 -0.86  0.01
28 H 2.43 -5.25 1.87  0.38
29 H 0.67 -4.51 1.54  0.30
30 H 3.10 -3.14 2.38  0.37
31 N 3.55 3.86 1.87  -0.01
32 C 4.44 4.87 2.11  -0.59
33 C 5.69 4.30 2.25  -0.88
34 C 5.54 2.91 2.09  -0.18
35 C 4.21 2.66 1.86  0.21
36 H 2.55 3.98 1.73  0.23
37 H 4.11 5.90 2.15  0.49
38 H 6.61 4.84 2.45  0.40
39 H 6.33 2.16 2.15  0.43
40 H 3.68 1.73 1.68  -0.04
41 N 2.88 -4.80 -4.57  0.08
42 C 3.94 -4.18 -5.17  -0.16
43 C 4.38 -4.97 -6.21  -0.39
44 C 3.55 -6.12 -6.23  -0.77
45 C 2.63 -5.99 -5.21  -0.38
46 H 2.37 -4.45 -3.78  0.21
47 H 4.30 -3.22 -4.81  0.16
48 H 5.21 -4.75 -6.87  0.42
49 H 3.61 -6.95 -6.92  0.44
50 H 1.83 -6.63 -4.89  0.42
51 N -3.88 -2.94 -0.54  0.09
52 C -2.80 -2.48 0.17  -1.10
53 C -1.73 -3.30 -0.09  0.44
54 C -2.17 -4.29 -1.00  -0.72
55 C -3.50 -4.05 -1.26  -0.63
56 H -4.80 -2.54 -0.54  0.20
57 H -2.89 -1.60 0.80  0.45
58 H -0.73 -3.19 0.32  0.19
59 H -1.58 -5.10 -1.42  0.46
60 H -4.21 -4.57 -1.90  0.62
61 N -1.46 0.77 4.38  0.06
62 C -1.15 -0.50 3.97  -0.90
63 C 0.08 -0.45 3.35  -0.28
64 C 0.52 0.89 3.38  0.18
65 C -0.45 1.63 4.03  -0.86
66 H -2.31 1.04 4.86  0.21
67 H -1.82 -1.32 4.16  0.42
68 H 0.60 -1.30 2.92  0.53
69 H 1.45 1.28 2.98  0.42
70 H -0.50 2.68 4.26  0.21
71 N 3.43 -0.22 -3.94  0.27
72 C 2.36 0.60 -4.15  -0.36
73 C 2.28 0.85 -5.50  -0.73
74 C 3.34 0.15 -6.12  -0.32
75 C 4.04 -0.51 -5.13  -0.85
76 H 3.73 -0.57 -3.03  0.07
77 H 1.75 0.94 -3.33  0.40
78 H 1.54 1.48 -5.99  0.41
79 H 3.58 0.13 -7.18  0.49
80 H 4.91 -1.15 -5.18  0.60
81 N -6.45 -5.95 -0.58  0.14
82 C -7.60 -6.35 -1.21  -0.55
83 C -8.09 -7.45 -0.55  -0.37
84 C -7.21 -7.73 0.53  -0.64
85 C -6.21 -6.78 0.48  -0.31
86 H -5.88 -5.17 -0.85  0.18
87 H -7.97 -5.82 -2.08  0.36
88 H -8.99 -8.00 -0.80  0.41
89 H -7.29 -8.52 1.25  0.38
90 H -5.34 -6.63 1.12  0.38
91 N 0.46 5.13 5.43  0.16
92 C -0.57 5.77 6.06  -0.49
93 C -0.26 5.87 7.40  -0.42
94 C 1.01 5.28 7.58  -0.26
95 C 1.43 4.83 6.35  -0.93
96 H 0.50 4.92 4.44  0.21
97 H -1.44 6.10 5.50  0.28
98 H -0.89 6.33 8.16  0.41
99 H 1.55 5.18 8.51  0.41
100 H 2.34 4.32 6.05  0.42
101 N -4.09 7.97 4.96  0.02
102 C -3.29 8.23 3.88  -0.38
103 C -3.58 9.49 3.43  -0.47
104 C -4.59 10.02 4.26  -0.38
105 C -4.89 9.07 5.21  -0.49
106 H -4.10 7.12 5.50  0.21
107 H -2.58 7.49 3.54  0.36
108 H -3.11 9.98 2.58  0.39
109 H -5.05 11.00 4.19  0.38
110 H -5.59 9.07 6.03  0.37
111 N -9.16 -0.51 -0.75  0.00
112 C -8.82 -0.44 0.57  -0.58
113 C -8.15 -1.59 0.91  -0.80
114 C -8.07 -2.38 -0.26  0.07
115 C -8.70 -1.69 -1.27  -0.87
116 H -9.66 0.20 -1.27  0.21
117 H -9.09 0.43 1.17  0.53
118 H -7.76 -1.84 1.88  0.40
119 H -7.61 -3.36 -0.36  0.66
120 H -8.86 -1.93 -2.32  0.37
121 N 6.73 2.99 -6.70  -0.01
122 C 7.27 2.96 -7.96  -0.44
123 C 7.37 1.65 -8.36  -0.65
124 C 6.87 0.85 -7.31  -0.14
125 C 6.47 1.70 -6.30  -0.55
126 H 6.54 3.82 -6.16  0.20
127 H 7.54 3.88 -8.46  0.38
128 H 7.77 1.30 -9.31  0.38
129 H 6.80 -0.23 -7.29  0.42
130 H 6.04 1.50 -5.33  0.42
131 N 0.69 -4.59 -9.66  0.01
132 C -0.46 -4.99 -10.29  -0.48
133 C -0.95 -6.09 -9.62  -0.57
134 C -0.06 -6.37 -8.55  -0.30
135 C 0.94 -5.42 -8.59  -0.22
136 H 1.27 -3.81 -9.93  0.20
137 H -0.83 -4.46 -11.15  0.37
138 H -1.84 -6.64 -9.88  0.39
139 H -0.15 -7.16 -7.83  0.39
140 H 1.80 -5.27 -7.96  0.20
141 N 2.08 9.20 6.18  0.05
142 C 2.40 7.93 5.78  -0.19
143 C 3.63 7.97 5.15  -0.21
144 C 4.07 9.32 5.19  -0.76
145 C 3.10 10.05 5.83  -0.40
146 H 1.23 9.47 6.66  0.21
147 H 1.72 7.10 5.96  0.15
148 H 4.15 7.13 4.72  0.57
149 H 4.99 9.71 4.79  0.40
150 H 3.04 11.11 6.06  0.39
151 N -12.51 0.63 3.67  0.00
152 C -11.20 0.57 3.28  -0.48
153 C -10.49 1.50 4.01  -0.20
154 C -11.40 2.15 4.87  -0.55
155 C -12.64 1.59 4.65  -0.46
156 H -13.26 0.06 3.31  0.20
157 H -10.88 -0.13 2.52  0.37
158 H -9.43 1.69 3.92  0.39
159 H -11.18 2.93 5.58  0.38
160 H -13.61 1.79 5.10  0.37

Summary:
**Gap between HOMO and LUMO**: 4.33 eV
**Charge**: +1
**Highest occupied orbital energy**: -9.22 eV
**Spin multiplicity**: 1



5.
The following is a DFT calculation (ωB97M-V/def2-TZVPD) of a 2-piece molecular cluster, C7H13N3O3 overall.

Last column: Mulliken charge in e.
Atoms and positions in Å:
1 C -0.36 1.08 -0.19  0.52
2 C -1.30 0.14 0.25  0.47
3 C 0.72 -0.78 0.48  0.24
4 C -0.77 2.29 -0.76  -0.96
5 C 1.59 -1.66 0.97  0.06
6 C 0.03 3.29 -1.45  -0.42
7 C 0.22 -3.36 1.90  -0.78
8 N 0.91 0.41 -0.27  -0.26
9 N -0.08 3.00 -2.93  -0.30
10 N -1.13 -2.96 2.15  -0.11
11 O -2.50 0.17 0.15  -0.55
12 O -0.72 -1.04 0.64  -0.31
13 O 2.83 -1.63 1.25  -0.42
14 H -1.80 2.49 -0.73  0.55
15 H 1.08 3.05 -1.16  0.28
16 H -0.34 4.31 -1.37  0.36
17 H 0.78 -3.57 2.81  0.39
18 H 0.42 -4.09 1.05  0.39
19 H 1.83 0.82 -0.01  0.35
20 H 0.74 2.79 -3.47  0.34
21 H -0.46 3.77 -3.42  0.34
22 H -0.81 2.19 -2.98  0.41
23 H -1.64 -2.88 1.31  0.31
24 H -1.09 -1.99 2.51  0.38
25 H -1.64 -3.70 2.54  0.33
26 H 3.48 -2.14 0.74  0.42

Summary:
**Gap between HOMO and LUMO (alpha / beta)**: 8.03 / 8.03 eV
**Charge**: +2
**Highest occupied orbital energy (alpha / beta)**: -15.39 / -15.39 eV
**Spin multiplicity**: 1



6.
The following is a DFT calculation (ωB97M-V/def2-TZVPD) of a 3-piece molecular cluster, C13H34BBrN2O3 overall.

Last column: Mulliken charge in e.
Atoms and positions in Å:
1 C -3.45 0.71 -0.01  -0.41
2 C -3.38 -0.80 0.21  -0.60
3 O -2.80 -1.50 -0.88  -0.35
4 C -3.59 -1.51 -2.08  -0.69
5 C -2.74 -1.00 -3.23  -0.60
6 B -1.28 -1.55 -3.09  0.33
7 C -0.02 -0.65 -2.91  -0.68
8 Br -1.04 -3.47 -3.24  -0.29
9 H -3.22 0.95 -1.04  0.11
10 H -4.44 1.11 0.21  0.34
11 H -2.74 1.24 0.62  0.00
12 H -2.76 -1.05 1.07  0.34
13 H -4.38 -1.21 0.41  0.42
14 H -4.48 -0.90 -1.93  0.45
15 H -3.92 -2.54 -2.26  0.37
16 H -2.72 0.09 -3.24  0.28
17 H -3.16 -1.33 -4.18  0.36
18 H -0.21 0.11 -2.15  0.16
19 H 0.90 -1.18 -2.67  0.12
20 H 0.13 -0.11 -3.85  0.37
21 C 2.10 -3.99 0.64  -1.30
22 C 3.13 -2.87 0.70  0.30
23 C 2.61 -1.58 1.36  -0.84
24 O 1.72 -0.83 0.57  -0.12
25 C 0.36 -1.24 0.63  -0.40
26 N 3.67 -2.64 -0.63  -0.72
27 H 1.36 -3.81 -0.14  0.20
28 H 2.60 -4.93 0.40  0.34
29 H 1.58 -4.11 1.59  0.35
30 H 3.96 -3.20 1.33  0.43
31 H 3.47 -0.92 1.55  0.35
32 H 2.15 -1.81 2.33  0.44
33 H 0.09 -1.59 1.63  0.50
34 H 0.15 -2.03 -0.10  0.10
35 H -0.25 -0.37 0.38  -0.20
36 H 4.45 -1.99 -0.59  0.29
37 H 2.96 -2.19 -1.20  0.27
38 C 1.96 4.33 1.67  -1.47
39 C 1.15 3.31 2.47  0.22
40 C 0.73 2.08 1.66  -0.49
41 O -0.32 2.31 0.75  -0.21
42 C 0.07 2.77 -0.53  -0.76
43 N 0.03 4.00 3.11  -0.73
44 H 1.32 4.89 0.99  0.31
45 H 2.43 5.04 2.34  0.37
46 H 2.74 3.84 1.08  0.34
47 H 1.79 2.94 3.27  0.42
48 H 0.35 1.33 2.36  0.30
49 H 1.59 1.64 1.14  0.32
50 H 1.00 2.29 -0.85  0.37
51 H 0.20 3.85 -0.57  0.19
52 H -0.73 2.49 -1.23  0.22
53 H -0.44 3.37 3.75  0.29
54 H -0.66 4.22 2.40  0.30

Summary:
**SMILES**: COC[C@@H](C)N.COC[C@@H](C)N.CCOCCB(C)Br
**Gap between HOMO and LUMO**: 9.76 eV
**Charge**: 0
**Highest occupied orbital energy**: -9.11 eV
**Spin multiplicity**: 1



Taking the records one at a time from the top gives E_tot values of -2086.3010, -5141.7080, -1131.6712, -3286.8116, -663.7379, -3449.7988 Ha.